C2H3FN2O2S | wB97M-V/def2-TZVPD

```
11
Properties=species:S:1:pos:R:3:lowdin_charge:R:1
C 0.090 1.856 -0.843 -0.262
C 0.444 0.511 -0.528 -0.291
N -0.454 2.815 -1.102 0.180
N 0.840 -1.476 0.824 -0.232
O 0.944 -2.331 1.720 -0.002
O -1.089 -0.564 1.054 -0.377
F 2.297 0.495 1.243 -0.425
S 0.564 0.098 1.229 1.060
H -0.487 -0.176 -0.675 0.127
H 1.398 0.069 -0.935 0.124
H -1.383 -0.839 1.989 0.099
```

## Properties
structure (SMILES)	N#CC[S@@](O)(F)#[N+][O-]
E	-22744.93880	eV
energy relative to the best compared isomer or geometry (same formula, charge and spin)	18.4	kcal per mole
Kohn-Sham gap	9.07	eV
total charge	0
E_HOMO	-0.396	Eh